[1]
52
Properties=species:S:1:pos:R:3:forces:R:3 method="wB97M-V/def2-TZVPD" lumo_energy_ev=2.4 e_tot_ha=-2866.56005 total_charge=-1 orbital_gap_ev=7.0565
C 0.9262 4.6873 -3.8896 0.3 -0.1 0.3
C 0.5915 3.2774 -3.4950 0.0 -0.4 -0.1
C 1.3065 2.2238 -4.0691 -0.3 0.0 0.3
C 1.0149 0.9186 -3.6925 -0.2 0.2 0.1
C 0.0376 0.6570 -2.7411 0.1 0.1 -0.2
C -0.6872 1.6906 -2.1337 0.2 -0.1 -0.5
C -1.6914 1.4247 -1.0883 0.6 0.2 0.4
In -0.6105 1.1140 0.8693 -0.4 0.2 0.0
C 0.0515 -0.9821 1.1808 0.2 -0.1 -0.2
C 1.5539 -1.1233 1.3234 -0.5 0.4 -0.2
S 2.1082 -2.6934 2.0688 0.2 0.1 0.0
C 2.4197 -3.7448 0.7347 0.0 -0.6 0.6
N 2.8129 -4.9722 0.9282 -0.1 0.3 -0.5
N 2.9228 -5.5360 -0.3462 -0.1 0.4 -0.1
C 2.5891 -4.6096 -1.1760 0.3 -1.1 0.6
O 2.2535 -3.4486 -0.5708 -0.1 0.4 -0.1
C 1.0370 2.6213 1.0954 -0.1 0.1 0.5
C 2.2925 2.2163 0.4772 -0.8 0.2 0.5
O 2.4754 1.6358 -0.5281 0.4 -0.6 -1.5
F 3.3837 2.5199 1.2296 0.7 0.2 0.6
C -2.1113 1.5716 2.4850 0.0 -0.9 -0.1
C -3.0442 0.3555 2.6278 0.0 0.9 0.0
C -4.5103 0.6845 2.3272 0.2 -0.4 0.2
I -2.9391 -0.4252 4.6834 0.0 -0.2 -0.1
C -0.3923 2.9964 -2.5534 0.1 -0.1 0.0
H 1.9250 4.9161 -3.5195 0.1 0.1 0.0
H 0.9528 4.8108 -4.9676 -0.1 0.1 -0.2
H 0.2504 5.4032 -3.4360 -0.2 0.1 -0.1
H 2.0843 2.4379 -4.7875 0.1 0.0 -0.1
H 1.5584 0.0957 -4.1335 0.1 -0.1 0.0
H -0.1622 -0.3661 -2.4512 0.0 -0.1 0.1
H -2.2846 0.5382 -1.2821 -0.2 -0.1 -0.1
H -2.3101 2.3023 -0.9290 -0.3 0.0 0.0
H -0.4155 -1.3673 2.0871 -0.2 0.1 0.1
H -0.2982 -1.6215 0.3700 -0.1 0.0 -0.1
H 1.9249 -0.3655 2.0086 0.3 -0.1 0.2
H 2.0745 -0.9578 0.3854 0.1 -0.1 -0.1
H 2.5727 -4.7418 -2.2385 -0.1 0.5 -0.2
H 1.2299 2.8782 2.1336 -0.1 0.0 0.1
H 0.6787 3.5293 0.6173 -0.1 0.0 -0.3
H -2.7094 2.4456 2.2512 0.0 0.3 0.1
H -1.5945 1.7258 3.4232 0.2 0.3 0.0
H -2.7069 -0.4895 2.0427 0.0 -0.3 0.1
H -5.0371 0.9245 3.2422 -0.1 0.2 0.1
H -4.5688 1.5557 1.6838 0.0 0.0 -0.3
H -5.0153 -0.1661 1.8764 -0.1 0.0 -0.1
H -0.9537 3.8131 -2.1148 0.0 0.1 0.0
C -0.0910 -6.1536 2.3305 0.1 0.0 -0.1
Cl -0.2919 -6.0479 4.0846 0.0 0.0 0.0
Cl -1.2904 -5.1782 1.4692 0.0 0.0 0.0
H 0.8997 -5.7924 2.0734 0.0 0.0 0.0
H -0.2126 -7.1881 2.0335 -0.1 0.0 0.0

=====

[2]
43
Properties=species:S:1:pos:R:3:forces:R:3 method="wB97M-V/def2-TZVPD" s_squared=0.765 lumo_energy_ev="-5.1 / -5.6" e_tot_ha=-6638.63696 total_charge=+1 orbital_gap_ev="6.6104 / 6.0558" e_above_lowest_kcal_mol=32.0 spin_multiplicity=2
Pd 0.1075 -0.3075 -0.2742 0.0 -1.3 -1.1
O 0.8729 -0.8793 1.6000 -0.7 1.0 0.5
N 0.2963 -1.9472 2.1641 0.6 -0.2 -0.3
C 0.4639 -2.1005 3.4947 -0.1 -0.2 0.0
C 0.1543 -3.2960 4.0872 -0.1 0.0 -0.2
C -0.3185 -4.3392 3.2817 0.0 0.0 0.2
C -0.5109 -4.1445 1.9334 0.0 0.2 0.0
C -0.2121 -2.9053 1.3638 -0.3 0.0 0.1
S -0.5684 -2.5174 -0.2913 0.4 -0.2 0.1
H 0.8598 -1.2345 4.0006 0.1 0.0 0.0
H 0.2868 -3.4065 5.1519 0.0 0.0 0.0
H -0.5562 -5.2975 3.7216 0.0 0.0 0.0
H -0.9133 -4.9203 1.2990 0.0 0.0 0.0
C 0.8732 -1.7868 -3.3745 0.0 -0.1 0.0
Se -0.1149 -0.2625 -2.6834 -0.2 0.2 0.3
C 1.2831 1.0956 -2.7976 0.1 0.1 -0.2
C 2.6492 0.5735 -2.4027 -0.1 0.1 -0.1
Se 2.6138 -0.2899 -0.6579 0.1 0.1 0.3
C 2.8419 1.2951 0.4471 0.0 0.0 0.0
H 1.4168 -1.4719 -4.2628 0.0 0.0 0.0
H 0.1300 -2.5315 -3.6481 0.0 0.0 0.0
H 1.5431 -2.2076 -2.6298 0.0 0.0 0.0
H 0.9037 1.8747 -2.1354 0.0 0.0 0.0
H 1.2885 1.4884 -3.8160 0.0 -0.1 0.0
H 3.3724 1.3883 -2.3656 0.0 0.0 0.1
H 3.0318 -0.1766 -3.0920 0.0 0.0 0.0
H 3.9026 1.5265 0.4983 0.0 0.0 0.0
H 2.4556 1.0435 1.4314 0.0 0.0 0.0
H 2.2747 2.1178 0.0175 0.0 0.0 0.0
C -3.2736 1.4504 -0.2442 0.0 0.0 0.0
C -1.9048 2.1289 -0.2109 0.0 0.4 0.0
O -0.9523 1.4254 -0.9040 0.2 0.1 0.5
C -2.0073 3.5077 -0.9148 0.0 0.0 0.1
F -0.8542 4.1905 -0.8174 0.0 0.0 0.0
F -2.2550 3.3265 -2.2215 0.0 0.0 0.0
F -2.9853 4.2797 -0.4311 0.0 0.0 0.0
C -1.4595 2.3408 1.2601 0.0 0.0 0.1
F -1.9929 3.4220 1.8298 0.0 -0.1 0.0
F -1.8129 1.2755 2.0127 0.1 -0.1 0.0
F -0.1217 2.4441 1.3662 0.0 0.1 0.0
H -3.6310 1.4312 -1.2719 0.0 0.0 0.0
H -4.0065 1.9694 0.3727 0.0 0.0 0.0
H -3.1705 0.4267 0.1133 0.0 0.0 0.0